This record from the OMol25 dataset describes a molecular structure, C13H29As3CuF6NO11P2S2. The level of theory is the ωB97M-V functional and the def2-TZVPD basis.

Geometry as XYZ:
```
68
Properties=species:S:1:pos:R:3:forces:R:3:nbo_charge:R:1
Cu 4.2549 1.2015 0.9140 -0.814 0.493 0.298 0.9340
F 3.5225 5.6646 -2.5542 -0.625 0.768 -0.158 -0.3054
C 3.4722 6.2039 -1.3420 2.722 -1.485 0.973 0.7212
F 4.8708 6.2377 -0.9656 -2.459 0.405 -0.203 -0.3739
F 2.9869 7.4229 -1.3205 0.289 0.034 -0.344 -0.2959
S 2.5787 5.0128 -0.2039 -1.724 -0.337 -2.597 2.2649
O 2.8544 3.7224 -0.7739 0.704 -0.150 0.631 -0.9393
O 2.9582 5.3352 1.1199 0.527 0.237 1.146 -0.9307
N 1.1106 5.4978 -0.5654 -1.682 -0.133 0.340 -1.2756
S -0.2300 4.6210 -0.8914 3.891 0.008 1.510 2.2572
O 0.0147 3.5970 -1.8484 -0.359 -0.617 -0.981 -0.9541
O -1.3471 5.4870 -1.0168 -0.582 0.218 0.171 -0.9151
C -0.4011 3.5610 0.6924 -2.057 1.035 -2.272 0.7327
F -0.9829 4.3490 1.6088 0.308 -0.954 0.397 -0.3187
F 0.7219 3.0474 1.0918 0.234 -0.197 0.601 -0.2898
F -1.2700 2.5181 0.3506 0.815 1.306 1.188 -0.3572
O 2.8138 -0.1953 -2.1928 1.454 0.004 1.077 -1.0394
P 3.0914 -0.9285 -0.8036 0.035 0.120 1.561 2.5421
O 2.3472 -2.2156 -0.7133 -1.067 0.014 -0.025 -1.1539
O 2.8570 -0.0254 0.4917 -0.737 -1.279 -1.984 -1.2571
O 4.6770 -1.4071 -0.6782 0.697 1.912 -1.411 -1.0748
P 5.7735 -0.2367 -1.2625 -4.597 2.773 2.048 2.5444
O 7.1089 -0.9613 -1.4235 2.934 -1.110 0.674 -1.0041
O 5.7314 0.8626 -0.1260 2.593 -2.282 -2.893 -1.2591
O 5.2272 0.1647 -2.6129 1.270 -0.153 0.779 -1.1275
H 3.7499 0.1729 -2.5652 -0.918 -0.600 0.570 0.5457
H 7.8137 -0.9751 -0.7260 -1.404 0.255 -0.779 0.5337
C -0.3490 0.4831 -2.9577 0.696 -0.195 0.265 -0.9157
As -0.9469 0.0739 -1.0920 -1.166 0.930 -1.852 0.9584
C -2.7259 1.0094 -1.6214 1.204 -0.630 0.282 -0.8743
C -1.4553 -1.8166 -1.4470 0.567 0.351 -1.357 -0.7532
C -1.9011 -2.6332 -0.2157 0.852 -0.872 -1.172 -0.1043
C -2.3079 -4.0677 -0.6364 1.104 -0.969 0.621 -0.6045
C -0.6755 -2.8217 0.7058 0.871 -1.300 -0.890 -0.7915
As 0.5512 -1.3503 1.0948 -0.498 0.174 1.844 1.3425
C 1.9054 -2.3055 2.2353 -0.090 -0.103 -1.789 -0.9397
C -0.5365 -0.3063 2.4901 0.955 -0.030 -1.387 -0.9397
C -3.1406 -2.0611 0.4115 -1.782 -0.862 -0.665 -0.6757
As -4.1458 -3.2731 1.7351 -0.429 0.685 -0.874 0.8360
C -3.4507 -2.6976 3.4717 -0.131 0.802 0.536 -0.9777
C -5.8446 -2.1637 1.6721 0.764 -0.898 0.433 -0.9292
H -1.0614 -0.0029 -3.6202 -0.090 -0.287 0.028 0.1928
H 0.6148 -0.0321 -2.9970 0.024 0.446 -0.561 0.2512
H -0.3055 1.5536 -3.2815 0.195 -0.862 0.981 0.2688
H -3.0115 0.5662 -2.5910 0.194 0.307 0.408 0.2036
H -2.5110 2.0890 -1.6782 -0.200 -0.597 -0.022 0.2498
H -3.4520 0.7530 -0.8795 -0.673 0.205 0.428 0.2003
H -0.5680 -2.2439 -2.0007 -0.544 0.111 1.031 0.2526
H -2.1765 -1.7186 -2.2790 -0.343 -0.345 0.639 0.2213
H -1.4957 -4.5235 -1.2928 -1.134 0.441 0.777 0.2183
H -3.2990 -4.0902 -1.1409 0.668 -0.086 0.281 0.2091
H -2.3627 -4.6405 0.3700 -0.051 0.402 -1.992 0.2119
H 0.0876 -3.4997 0.1675 -1.280 0.706 0.659 0.2600
H -1.0061 -3.3678 1.6098 0.393 0.451 -0.034 0.2247
H 2.5104 -2.8555 1.4871 -0.224 0.522 0.359 0.2740
H 1.4209 -3.0790 2.8308 -0.079 0.522 0.551 0.2166
H 2.5294 -1.5319 2.6867 -0.282 -0.380 0.358 0.2492
H -0.8318 -0.9290 3.3096 -0.284 -0.579 0.299 0.2159
H -1.3678 0.1939 1.9901 0.043 -0.200 0.092 0.2317
H 0.1304 0.4476 2.8677 0.286 0.462 0.164 0.2338
H -3.8952 -1.9696 -0.4636 0.981 0.173 1.520 0.2255
H -2.9817 -1.1218 0.8825 -0.030 1.048 0.342 0.2108
H -2.5224 -3.2528 3.6517 -0.219 0.156 0.120 0.2258
H -4.2004 -2.9575 4.2486 0.486 -0.058 -0.438 0.2277
H -3.2565 -1.6065 3.5770 -0.061 -0.667 -0.243 0.2223
H -6.5732 -2.6508 0.9840 0.425 0.356 0.811 0.2269
H -5.5615 -1.1888 1.2800 -0.257 0.151 0.263 0.2187
H -6.1361 -2.1454 2.7521 -0.310 0.229 -1.131 0.2208
```
Forces are in eV/Å.

Computed properties:
HOMO level (alpha / beta) in hartree: -0.2101 / -0.2107
Net charge: -1
2S+1: 2
Kohn-Sham gap (alpha / beta) in Eh: 0.28960 / 0.20577



This record from the OMol25 dataset describes a molecular structure, C13H29B2BrNNaO5S3. The level of theory is the ωB97M-V functional and the def2-TZVPD basis.

Geometry as XYZ:
```
55
Properties=species:S:1:pos:R:3:forces:R:3:nbo_charge:R:1
C 3.3554 1.6396 3.3858 -0.900 -0.490 -0.090 -0.6457
C 2.8221 1.8345 1.8163 1.702 -0.786 1.094 -0.0755
O 3.5813 0.9750 0.8947 -1.699 0.794 1.700 -0.7929
B 3.0940 -0.4181 0.8921 1.461 -1.158 2.159 1.1717
O 3.8206 -1.3858 1.7837 -1.767 2.447 0.631 -0.9953
B 1.8058 -1.0121 0.0498 -0.664 1.257 -1.588 -0.2761
Br 0.6512 -1.9963 1.3848 -0.417 -0.111 0.611 -0.2176
C 0.8265 0.1644 -0.6076 -0.852 -0.153 -1.104 -0.6577
C 1.5595 1.0807 -1.7515 -1.731 0.898 -0.275 -0.4151
C 0.4915 2.3004 -2.1621 1.870 1.105 1.248 -0.5183
S -1.1519 1.6726 -2.8040 -0.773 0.046 1.162 0.2324
C -2.6036 2.5102 -1.8864 -0.788 1.510 1.183 -0.0231
S -2.7069 4.2260 -2.1175 0.014 -3.189 0.522 -0.0970
N -3.6108 1.7255 -1.0474 2.620 2.143 -0.574 -0.4788
C -2.9304 0.8947 0.0188 1.202 -1.649 1.218 -0.2605
C -2.4175 1.7476 1.3313 0.341 -0.596 0.684 -0.6723
C -4.7046 2.6119 -0.4932 -1.819 1.260 0.595 -0.2441
C -5.8013 1.7990 0.4582 1.149 -0.291 0.694 -0.6461
C 2.3393 -1.9365 -1.1999 1.391 -0.704 -0.485 -0.6239
C 2.5105 -3.5324 -0.8664 0.748 -0.123 -1.195 -0.4126
C 1.2788 -4.3886 -1.5704 2.051 -0.836 -1.496 -0.6312
S 0.0763 -5.1518 -0.3544 -4.412 2.477 4.604 2.1182
O -1.2104 -4.2444 -0.3295 4.549 -3.495 -0.705 -0.9086
O 0.6336 -5.3728 1.0728 -1.136 0.107 -5.589 -0.8619
O -0.4346 -6.6495 -1.0247 -0.105 1.441 1.120 -0.8768
H 2.7417 2.3717 4.0622 1.277 -1.230 -1.132 0.2047
H 3.1007 0.5424 3.7671 0.520 2.428 -0.988 0.2392
H 4.5101 1.7971 3.5033 -2.353 -0.169 -0.482 0.2433
H 1.6424 1.6668 1.7588 2.248 0.170 0.059 0.1955
H 3.0971 2.9611 1.5344 1.564 -3.809 1.846 0.0488
H 3.3059 -1.3756 2.6661 1.146 -0.379 -2.163 0.4974
H -0.0393 -0.4367 -1.1679 1.661 1.416 1.108 0.2346
H 0.2564 0.7960 0.2279 1.220 -0.768 -1.797 0.1766
H 2.5368 1.6244 -1.4073 -1.660 -1.058 -0.461 0.1923
H 1.8031 0.5289 -2.7547 -0.407 0.702 2.110 0.2282
H 0.3402 2.9200 -1.1538 -0.127 -1.106 -2.050 0.1539
H 1.0298 3.0212 -2.9265 -1.456 -1.351 1.304 0.2231
H -1.9677 0.3172 -0.3860 -2.354 1.464 0.414 0.2672
H -3.6440 0.0297 0.4269 1.358 2.100 -1.177 0.2284
H -3.0709 1.3894 2.2563 1.378 1.204 -1.876 0.2275
H -2.4307 2.9090 1.1865 -0.232 -2.209 0.261 0.2119
H -1.2987 1.4557 1.6153 -2.369 0.455 -0.752 0.2160
H -5.2922 3.1761 -1.3653 1.552 -1.515 1.725 0.2358
H -4.2946 3.4907 0.2028 -0.588 -1.882 -1.649 0.2008
H -5.9673 0.6795 0.1139 0.185 2.475 0.575 0.2280
H -5.3133 1.7680 1.5454 -1.173 -0.121 -2.293 0.2077
H -6.8137 2.3789 0.5769 2.053 -1.115 -0.561 0.2323
H 1.6817 -1.7370 -2.1474 1.140 -0.742 1.520 0.1992
H 3.4314 -1.5371 -1.4706 -2.157 -0.911 0.232 0.2076
H 3.4979 -3.8844 -1.4376 -2.214 0.499 1.208 0.2075
H 2.6881 -3.7916 0.2611 -0.727 0.657 -2.157 0.2742
H 0.7553 -3.7297 -2.3982 0.461 -1.481 2.195 0.2778
H 1.7842 -5.2924 -2.1646 -1.290 1.722 1.464 0.2540
H -1.3312 -6.8867 -0.6066 1.812 0.941 -0.618 0.5152
Na 1.9863 3.7536 0.8081 -2.502 1.713 -1.992 0.9799
```
Forces are in eV/Å.

Computed properties:
HOMO level in hartree: -0.2797
2S+1: 1
Kohn-Sham gap in Eh: 0.19821



This record from the OMol25 dataset describes a molecular structure, C13H29F3N2O10PV. The level of theory is the ωB97M-V functional and the def2-TZVPD basis.

Geometry as XYZ:
```
59
Properties=species:S:1:pos:R:3:forces:R:3:lowdin_charge:R:1
O -0.7928 -2.2352 3.8566 -0.264 2.423 -0.934 -0.2943
V -1.0829 -0.8694 3.0848 0.565 -0.517 1.328 1.2110
O -0.5735 0.3891 3.9162 -0.585 -2.053 -0.982 -0.3041
C -3.0713 -2.5264 -1.9158 -1.823 1.090 3.815 -0.3754
O -2.3888 -3.4964 -1.0533 0.680 -1.814 -1.531 -0.1335
O -3.1406 -1.3765 -1.0825 0.643 -1.851 -2.848 -0.1708
C -2.8060 -2.4225 -3.4707 2.312 0.778 -0.810 -0.5535
F -3.4292 -3.2650 -4.2803 -1.616 -1.733 0.592 0.1316
F -3.1374 -1.2438 -4.0168 0.034 0.763 1.059 0.1335
F -1.5134 -2.6558 -3.8185 0.635 0.410 0.819 0.1070
C -2.5254 -4.9565 -1.3260 -0.300 0.309 -0.121 -0.2172
C -3.7709 -5.6632 -0.6785 1.187 1.320 -0.506 -0.0728
H -3.8907 -5.1881 0.2951 -0.496 -0.176 0.003 0.0691
H -4.6127 -5.5173 -1.3556 -0.272 0.050 0.447 0.0629
H -3.6028 -6.7327 -0.5527 0.133 0.062 -0.052 0.0652
H -1.6057 -5.4301 -0.9826 0.038 0.357 0.362 0.1022
H -2.5415 -5.1916 -2.3902 -0.014 0.457 -0.250 0.1002
H -4.0661 -2.9720 -1.9120 -0.896 0.141 -0.351 0.1359
C 1.6439 4.3668 -3.7032 0.111 0.274 0.167 0.0132
C 2.3624 5.4699 -2.9841 2.178 -1.173 -4.414 -0.6480
O 3.4152 5.9993 -3.3315 0.772 -0.605 -1.552 0.0168
N 1.8499 5.9602 -1.9572 -3.491 2.299 7.139 0.0134
C 0.8175 5.4924 -1.0069 -0.375 0.000 -1.359 -0.0441
H 1.6804 3.5352 -2.9995 0.317 -0.653 -0.634 0.0897
H 2.1208 4.2846 -4.6799 0.000 -0.719 0.308 0.0897
H 0.5777 4.5465 -3.8407 0.014 0.379 0.019 0.0803
H 2.4009 6.7381 -1.6234 0.027 -0.104 0.173 0.1502
H -0.0740 5.2165 -1.5700 -0.293 0.429 -0.018 0.0749
H 0.6074 6.3300 -0.3419 -0.119 -0.296 -0.008 0.0844
H 0.9994 4.5730 -0.4503 0.866 0.152 0.175 0.0794
C -6.0187 2.0840 7.0208 0.247 0.683 -0.338 -0.0040
C -6.3098 1.1380 5.9052 1.966 -0.385 -0.825 -0.5936
O -5.4424 0.3484 5.5546 0.055 -0.789 0.285 0.0104
N -7.4186 1.2950 5.1897 -1.866 0.177 -0.846 0.0041
C -7.8598 0.4674 4.0318 0.909 1.061 0.580 -0.0365
H -6.8016 2.8393 7.0883 -0.046 -0.183 0.823 0.0752
H -5.1122 2.6191 6.7378 0.032 0.063 -0.251 0.0863
H -5.6896 1.5515 7.9132 -0.753 0.064 0.159 0.0915
H -7.9357 2.1561 5.2958 -0.025 -0.284 0.319 0.1286
H -8.0495 1.1878 3.2360 -0.451 -0.257 -0.111 0.0806
H -8.7431 -0.1036 4.3178 0.124 -0.035 -0.274 0.0812
H -7.0416 -0.1541 3.6678 -0.121 -0.129 0.419 0.0791
C 6.7846 1.3610 -0.1508 -1.770 -0.326 -0.132 -0.0886
O 6.4005 0.4154 -1.1790 -0.168 -2.014 0.231 -0.2681
P 5.6258 -0.9974 -0.7366 -1.083 2.567 -1.182 0.4836
O 4.3637 -0.7234 0.0082 1.809 -0.817 -0.893 -0.2544
O 6.6918 -1.8070 0.1089 -0.284 0.031 -0.372 -0.1958
C 7.5546 -2.8235 -0.3484 0.974 -1.316 0.178 -0.1056
O 5.4177 -1.6966 -2.2122 0.367 1.407 2.488 -0.2153
C 6.2775 -1.4158 -3.3000 0.882 -1.271 -1.469 -0.1395
H 6.3190 1.0244 0.7755 0.647 -0.028 0.396 0.0758
H 6.2007 2.2513 -0.3839 0.568 0.343 -0.125 0.0878
H 7.8604 1.5313 -0.1074 -0.207 -0.193 -0.050 0.0889
H 8.6096 -2.5534 -0.3941 -0.118 0.862 -0.170 0.0900
H 7.2998 -3.2883 -1.3009 -0.413 0.343 -0.023 0.0860
H 7.5819 -3.6184 0.3969 -0.502 -0.022 0.080 0.0896
H 5.9819 -0.6580 -4.0256 -0.691 0.274 0.607 0.0924
H 6.2713 -2.3648 -3.8362 0.071 0.040 -0.321 0.0887
H 7.3321 -1.2251 -3.1016 -0.121 0.138 0.784 0.0849
```
Forces are in eV/Å.

Computed properties:
HOMO level in hartree: -0.2695
2S+1: 1
ΔE to the lowest compared entry with this formula, charge and spin in kJ/mol: 845.4
Kohn-Sham gap in Eh: 0.10814



This record from the OMol25 dataset describes a molecular structure, C13H29HgN3O4. The level of theory is the ωB97M-V functional and the def2-TZVPD basis.

Geometry as XYZ:
```
50
Properties=species:S:1:pos:R:3:forces:R:3:nbo_charge:R:1
Hg -0.3219 0.4071 -0.3702 0.098 -0.096 0.349 0.7732
C -3.8127 1.3233 -1.2971 0.066 -0.050 -0.221 -0.0982
C -2.9963 1.0757 -2.5532 -0.119 0.067 0.143 -0.0828
O -2.2396 -0.1237 -2.5355 0.335 -0.006 0.292 -0.5490
C -2.9723 -1.3388 -2.5320 0.002 -0.168 0.113 -0.0884
C -2.5867 -2.1917 -1.3381 -0.038 0.117 -0.131 -0.0820
O -2.8678 -1.4783 -0.1530 -0.005 0.127 0.030 -0.5610
C -2.4219 -2.1442 1.0088 -0.003 0.066 0.113 -0.0829
C -2.5879 -1.2378 2.2132 0.035 -0.156 -0.126 -0.0883
O -1.8482 -0.0376 2.0401 0.249 -0.009 -0.337 -0.5577
C -2.5837 1.1705 2.1546 -0.148 0.021 -0.136 -0.0828
C -3.6084 1.3766 1.0536 0.064 -0.006 0.218 -0.0985
O -2.9563 1.5301 -0.1908 0.410 -0.116 -0.034 -0.5619
H -4.4634 0.4640 -1.1044 -0.032 0.055 0.051 0.1830
H -4.4368 2.2108 -1.4556 -0.039 -0.051 -0.013 0.1909
H -2.2588 1.8706 -2.6728 -0.084 0.051 -0.085 0.2020
H -3.6733 1.0808 -3.4139 0.035 0.051 -0.012 0.1903
H -2.7273 -1.8898 -3.4437 -0.080 0.002 -0.010 0.1999
H -4.0482 -1.1500 -2.5173 0.006 0.021 -0.024 0.1845
H -1.5137 -2.4285 -1.3866 -0.012 -0.023 0.001 0.1669
H -3.1491 -3.1330 -1.3623 0.051 -0.019 -0.061 0.1900
H -1.3604 -2.4107 0.9012 -0.018 -0.034 -0.003 0.1675
H -2.9980 -3.0645 1.1650 0.086 -0.029 0.052 0.1900
H -2.1920 -1.7639 3.0859 -0.087 0.029 0.043 0.2007
H -3.6451 -1.0238 2.3829 0.003 -0.003 0.011 0.1845
H -1.8352 1.9630 2.1101 -0.060 0.056 0.102 0.1993
H -3.0934 1.2096 3.1228 0.035 0.064 -0.003 0.1913
H -4.1949 2.2741 1.2843 -0.026 -0.040 0.007 0.1906
H -4.2870 0.5183 1.0114 -0.027 0.047 -0.037 0.1828
C 4.8062 -1.4098 0.6946 -0.010 -0.044 0.063 -0.4064
N 3.6726 -0.7955 0.0141 0.071 0.044 -0.413 -0.4457
C 2.6418 -1.7360 -0.3710 -0.107 0.061 0.178 -0.4011
C 3.3010 0.4800 0.3595 0.093 0.050 -0.048 0.6395
N 2.0804 0.7204 0.7579 -1.003 -0.035 -0.081 -0.8606
N 4.2652 1.4343 0.2906 0.065 -0.109 0.150 -0.4184
C 5.4292 1.3199 -0.5756 0.058 0.048 -0.071 -0.4119
C 4.0273 2.7442 0.8677 -0.110 -0.090 0.067 -0.4200
H 4.4659 -1.9328 1.5958 0.040 0.006 -0.011 0.1973
H 5.5403 -0.6665 0.9885 -0.018 0.009 -0.002 0.2179
H 5.2838 -2.1337 0.0346 0.022 0.026 -0.006 0.2107
H 3.1228 -2.5965 -0.8333 -0.022 -0.009 0.009 0.2158
H 1.9758 -1.2797 -1.1037 0.019 -0.022 -0.004 0.2000
H 2.0468 -2.0735 0.4855 -0.005 -0.033 -0.013 0.1908
H 1.9048 1.6994 0.9438 0.195 0.089 -0.130 0.3570
H 5.3697 0.4169 -1.1748 -0.018 -0.002 0.026 0.2299
H 6.3581 1.3120 -0.0013 -0.012 -0.017 0.000 0.2039
H 5.4526 2.1780 -1.2510 0.015 -0.018 0.009 0.2091
H 3.6823 2.6453 1.8978 -0.007 0.048 -0.004 0.2158
H 3.2903 3.3195 0.2971 0.040 0.025 -0.023 0.1953
H 4.9633 3.2961 0.8757 -0.005 0.005 0.011 0.2275
```
Forces are in eV/Å.

Computed properties:
HOMO level (alpha / beta) in hartree: -0.4151 / -0.4338
Net charge: +1
2S+1: 2
ΔE to the lowest compared entry with this formula, charge and spin in kJ/mol: 58.1
Kohn-Sham gap (alpha / beta) in Eh: 0.33689 / 0.23975



Computed values of max |F| (unit: eV/A) for the preceding records, in sequence: 5.75 6.84 8.27 1.01.
Computed values of E (unit: eV) for the preceding records, in sequence: -321677.16377 -133988.20698 -80528.87387 -30778.17783.